(1)
Molecular formula: C3H22O8
Method: DFT, ωB97M-V/def2-TZVPD

Summary:
Structure (SMILES): CC(C)O.O.O.O.O.O.O.O
Kohn-Sham gap: 0.37806 Eh
M: 186.2 g/mol
Energy relative to the best compared isomer or geometry (same formula, charge and spin): 108.2 kJ/mol
LUMO level: -0.3 eV

The geometry in ORCA input format:
```
! RIJCOSX wB97M-V def2-TZVPD def2/J DEFGRID3
* xyz 0 1
C -1.514 -1.832 -2.358
C -1.417 -1.678 -0.862
C -2.646 -2.266 -0.165
O -1.307 -0.288 -0.513
H -2.460 -1.465 -2.781
H -1.381 -2.849 -2.710
H -0.836 -1.152 -2.873
H -0.491 -2.159 -0.575
H -3.082 -3.083 -0.731
H -3.292 -1.420 -0.034
H -2.453 -2.563 0.855
H -0.519 -0.185 0.032
H 0.151 -0.563 3.619
H -0.663 0.143 4.617
O -0.394 -0.757 4.387
H 4.003 -1.471 -1.476
H 2.703 -0.643 -1.737
O 3.119 -1.506 -1.843
H 0.043 2.145 3.018
H -1.402 2.177 2.604
O -0.830 1.910 3.332
H 4.043 1.416 -1.352
H 2.618 2.103 -1.180
O 3.207 1.408 -0.884
H -0.189 1.023 -2.767
H 1.046 1.860 -2.913
O 0.687 1.004 -3.175
H -1.696 2.335 -0.386
H -1.758 1.483 0.820
O -1.397 2.333 0.529
H 1.883 0.118 0.531
H 1.502 1.384 1.363
O 1.339 0.451 1.241
*
```

***

(2)
Molecular formula: C3H23CrCu2HfO25S4
Method: DFT, ωB97M-V/def2-TZVPD

Summary:
Kohn-Sham gap (spin up / spin down): 0.14983 / 0.14966 Eh
M: 945.0 g/mol
⟨S²⟩: 6.0067
LUMO level (spin up / spin down): -0.7 / -0.7 eV

The geometry in ORCA input format:
```
! RIJCOSX wB97M-V def2-TZVPD def2/J DEFGRID3
* xyz -1 5
Hf 3.292 1.292 0.704
Cu -1.516 1.473 -1.933
Cu -3.031 -0.399 0.112
Cr -0.001 -1.659 -2.017
S 3.281 2.155 4.283
O 2.849 1.030 5.041
O 3.131 1.855 2.869
O 2.573 3.373 4.652
O 4.696 2.531 4.547
S -0.181 0.007 1.030
O 1.173 0.636 1.112
O -0.214 -0.972 -0.063
O -0.587 -0.536 2.341
O -1.207 0.910 0.543
S 3.263 -1.852 -1.139
O 4.248 -1.772 -2.181
O 3.703 -2.871 -0.272
O 3.163 -0.578 -0.486
O 1.975 -2.192 -1.765
S 1.438 1.497 -2.401
O 0.857 0.166 -2.377
O 0.371 2.478 -2.621
O 2.064 1.688 -1.103
O 2.394 1.590 -3.476
C -2.155 0.270 -4.537
C -2.700 -0.681 -3.438
C -3.493 -1.809 -4.101
O -2.034 -0.941 -2.280
H -2.876 0.278 -5.354
H -1.191 -0.155 -4.814
H -1.894 1.283 -4.230
H -3.548 -0.156 -2.997
H -3.969 -2.565 -3.477
H -2.815 -2.368 -4.746
H -4.235 -1.300 -4.716
O -0.509 -3.586 -1.171
H 0.180 -3.955 -0.619
H -1.041 -4.340 -1.426
O 3.172 -0.628 2.141
H 3.839 -1.308 2.236
H 2.399 -0.987 2.577
O 0.646 -3.026 2.630
H 0.938 -2.878 3.530
H 0.144 -2.241 2.409
O -1.481 3.179 1.837
H -1.440 3.776 1.089
H -1.298 2.316 1.466
O -3.236 -0.971 2.452
H -3.373 -1.902 2.627
H -2.285 -0.864 2.451
O 2.085 3.376 0.843
H 2.261 4.248 0.489
H 1.221 3.451 1.248
O 1.147 -0.971 4.204
H 0.505 -0.699 3.548
H 1.674 -0.188 4.364
O -3.789 1.964 0.152
H -3.899 2.895 -0.041
H -4.681 1.632 0.254
*
```

***

(3)
Molecular formula: C3H23NO7S
Method: DFT, ωB97M-V/def2-TZVPD

Summary:
Structure (SMILES): CNCCS.O.O.O.O.O.O.O
Kohn-Sham gap: 0.35183 Eh
M: 217.3 g/mol
Energy relative to the best compared isomer or geometry (same formula, charge and spin): 0.0 kJ/mol
LUMO level: 0.4 eV

The geometry in ORCA input format:
```
! RIJCOSX wB97M-V def2-TZVPD def2/J DEFGRID3
* xyz 0 1
C -2.077 -0.994 -1.568
N -1.056 -1.047 -0.525
C -1.641 -1.198 0.816
C -0.540 -1.285 1.855
S -1.149 -1.123 3.560
H -2.734 -0.154 -1.400
H -2.689 -1.905 -1.633
H -1.601 -0.859 -2.536
H -0.441 -1.836 -0.722
H -2.278 -0.333 1.007
H -2.292 -2.082 0.854
H -0.020 -2.244 1.816
H 0.199 -0.510 1.662
H -1.346 0.203 3.517
H 0.557 2.284 -3.150
H 0.048 2.658 -1.723
O 0.873 2.551 -2.282
H 3.829 -1.642 -1.185
H 2.561 -0.756 -1.399
O 3.005 -1.585 -1.690
H 0.760 0.035 -0.656
H 1.508 1.288 -1.279
O 1.609 0.532 -0.649
H -1.083 2.616 0.272
H -1.277 1.358 -0.609
O -1.273 2.323 -0.653
H 2.274 1.186 2.378
H 1.896 1.380 0.874
O 1.909 1.824 1.751
H 1.019 -3.889 -0.611
H 1.571 -2.606 -1.339
O 0.756 -3.067 -1.048
H -0.544 3.692 2.304
H 0.292 2.412 1.958
O -0.623 2.773 2.035
*
```

***

(4)
Molecular formula: C3H23NO8
Method: DFT, ωB97M-V/def2-TZVPD

Summary:
Structure (SMILES): NCCCO.O.O.O.O.O.O.O
Kohn-Sham gap: 0.38462 Eh
M: 201.2 g/mol
Energy relative to the best compared isomer or geometry (same formula, charge and spin): 172.1 kJ/mol
LUMO level: 0.3 eV

The geometry in ORCA input format:
```
! RIJCOSX wB97M-V def2-TZVPD def2/J DEFGRID3
* xyz 0 1
C 0.734 1.795 1.416
C -0.259 1.130 0.537
C -0.949 1.941 -0.607
O -1.738 1.041 -1.393
N 1.914 0.846 1.453
H 0.295 2.132 2.405
H 1.151 2.834 0.948
H -1.137 0.708 1.134
H 0.141 0.260 0.053
H -0.215 2.370 -1.340
H -1.711 2.592 -0.046
H -1.073 0.526 -1.960
H 1.968 0.430 2.355
H 2.784 1.373 1.353
H 1.965 2.438 -1.453
H 2.323 1.230 -1.661
O 2.183 1.923 -2.115
H -1.367 -1.090 2.675
H -0.480 -0.058 3.480
O -0.450 -0.842 2.963
H 2.276 -1.720 -0.410
H 2.118 -0.211 -0.138
O 2.450 -0.744 -0.878
H 0.437 0.218 -3.444
H 0.574 -0.668 -2.338
O -0.104 -0.366 -2.961
H -0.203 -1.990 0.244
H 0.622 -1.838 1.528
O 0.692 -2.083 0.589
H -2.112 -1.923 1.011
H -3.583 -1.875 1.438
O -2.736 -2.313 1.719
H -1.998 -1.840 -1.364
H -2.128 -0.497 -0.819
O -1.698 -1.432 -0.662
*
```

***

(5)
Molecular formula: C3H23NO9S2
Method: DFT, ωB97M-V/def2-TZVPD

Summary:
Kohn-Sham gap (spin up / spin down): 0.11488 / 0.21594 Eh
M: 281.3 g/mol
⟨S²⟩: 0.7536
LUMO level (spin up / spin down): 2.3 / 2.3 eV

The geometry in ORCA input format:
```
! RIJCOSX wB97M-V def2-TZVPD def2/J DEFGRID3
* xyz -1 2
S -0.343 1.087 4.105
S -1.712 1.808 2.394
C -0.915 1.568 0.778
C -1.840 2.038 -0.375
N -2.106 0.947 -1.299
C -1.467 0.740 -2.457
O -1.740 -0.242 -3.147
H 0.476 2.125 3.902
H -0.001 2.163 0.755
H -0.657 0.513 0.625
H -1.220 2.785 -0.921
H -2.774 2.476 -0.043
H -2.794 0.278 -0.980
H -0.896 1.601 -2.827
H 0.359 -2.535 -2.142
H 1.178 -3.248 -1.113
O 1.261 -2.528 -1.748
H -2.064 -1.589 2.047
H -2.777 -2.901 1.514
O -2.638 -1.967 1.364
H -1.736 -1.991 -1.194
H -2.065 -2.103 -2.672
O -1.505 -2.497 -1.991
H 2.198 -0.825 1.174
H 2.893 -1.599 2.372
O 2.089 -1.503 1.859
H 2.337 -1.202 -1.743
H 3.655 -0.538 -1.088
O 2.934 -0.432 -1.708
H 0.303 -2.146 2.039
H -0.092 -2.615 3.427
O -0.369 -2.681 2.511
H 1.988 3.593 -1.484
H 1.002 4.409 -0.787
O 1.044 3.776 -1.520
H 2.325 0.713 -0.468
H 3.211 1.561 0.359
O 2.461 0.962 0.486
*
```

***

(6)
Molecular formula: C3H24F9O21S3
Method: DFT, ωB97M-V/def2-TZVPD

Summary:
Kohn-Sham gap: 0.30047 Eh
M: 663.4 g/mol
Energy relative to the best compared isomer or geometry (same formula, charge and spin): 0.0 kJ/mol
LUMO level: 5.4 eV

The geometry in ORCA input format:
```
! RIJCOSX wB97M-V def2-TZVPD def2/J DEFGRID3
* xyz -3 1
C 3.282 3.020 -10.087
F 4.581 3.289 -10.123
F 3.054 1.807 -9.599
F 2.719 3.938 -9.286
S 2.623 3.227 -11.848
O 3.037 4.568 -12.275
O 3.230 2.121 -12.579
O 1.178 3.080 -11.750
C 2.667 7.941 -4.566
F 1.682 7.095 -4.855
F 3.592 7.866 -5.505
F 2.175 9.193 -4.573
S 3.359 7.482 -2.864
O 4.104 6.255 -3.111
O 4.209 8.624 -2.542
O 2.192 7.282 -2.011
C 7.310 10.857 -7.444
F 7.553 11.362 -8.679
F 8.456 10.938 -6.758
F 6.369 11.659 -6.925
S 6.689 9.082 -7.577
O 5.296 9.177 -7.970
O 7.626 8.507 -8.513
O 6.849 8.660 -6.185
O 5.872 10.743 -0.698
H 6.327 10.745 0.149
H 5.119 10.159 -0.572
O 2.729 10.665 -1.295
H 2.893 10.164 -0.494
H 3.175 10.154 -1.991
O 1.722 4.077 -3.393
H 2.210 3.411 -2.904
H 2.389 4.518 -3.932
O 2.821 10.525 -7.504
H 3.056 11.350 -7.070
H 3.672 10.068 -7.600
O 5.725 4.067 -2.404
H 5.396 3.238 -2.759
H 5.061 4.727 -2.666
O 0.964 6.531 0.489
H 1.463 6.867 -0.274
H 1.046 7.220 1.151
O -0.549 7.623 -2.736
H 0.364 7.539 -2.415
H -0.666 6.864 -3.314
O 0.053 9.821 -7.090
H 0.991 10.025 -6.928
H -0.267 9.530 -6.230
O 6.887 9.692 -3.461
H 5.999 9.446 -3.169
H 6.941 9.484 -4.408
O 1.337 6.251 -10.087
H 1.790 6.467 -10.908
H 1.951 5.680 -9.620
O 7.736 6.460 -4.393
H 7.239 7.225 -4.722
H 7.061 5.841 -4.099
O -0.708 7.334 -8.349
H -0.150 6.929 -9.033
H -0.294 8.166 -8.065
*
```

***

(7)
Molecular formula: C3H24N2O9
Method: DFT, ωB97M-V/def2-TZVPD

Summary:
Structure (SMILES): CNCC(N)=O.O.O.O.O.O.O.O.O
Kohn-Sham gap: 0.37755 Eh
M: 232.2 g/mol
Energy relative to the best compared isomer or geometry (same formula, charge and spin): 30.5 kJ/mol
LUMO level: 0.3 eV

The geometry in ORCA input format:
```
! RIJCOSX wB97M-V def2-TZVPD def2/J DEFGRID3
* xyz 0 1
C 2.158 1.519 -0.889
N 1.268 0.807 0.035
C 1.959 -0.342 0.661
C 0.958 -1.277 1.294
N 1.042 -2.572 0.980
O 0.248 -0.915 2.254
H 2.702 0.769 -1.462
H 2.954 2.171 -0.527
H 1.558 1.855 -1.739
H 0.993 1.348 0.838
H 2.619 -0.067 1.496
H 2.606 -0.856 -0.045
H 1.590 -2.849 0.182
H 0.323 -3.225 1.249
H -2.633 0.918 -0.994
H -2.330 -0.457 -0.335
O -3.012 0.037 -0.793
H -0.951 -0.612 -2.465
H 0.109 -0.342 -1.514
O -0.103 -0.995 -2.208
H -0.282 2.776 2.128
H 0.548 3.620 1.351
O -0.181 3.016 1.187
H 1.162 -2.128 -1.837
H 1.896 -3.309 -2.689
O 1.852 -2.812 -1.869
H -2.729 0.391 -3.104
H -4.061 -0.236 -2.726
O -3.476 -0.076 -3.471
H 1.104 1.190 4.062
H 0.301 0.726 2.901
O 0.366 1.487 3.520
H -2.424 2.979 -0.363
H -1.006 2.733 -0.602
O -1.862 2.495 -0.984
H -1.565 -1.780 2.125
H -1.859 -3.327 2.518
O -1.841 -2.661 1.836
*
```

***

(8)
Molecular formula: C3H24N2O9
Method: DFT, ωB97M-V/def2-TZVPD

Summary:
Kohn-Sham gap (spin up / spin down): 0.35223 / 0.16569 Eh
M: 232.2 g/mol
⟨S²⟩: 0.7558
LUMO level (spin up / spin down): -3.4 / -8.5 eV

The geometry in ORCA input format:
```
! RIJCOSX wB97M-V def2-TZVPD def2/J DEFGRID3
* xyz 1 2
O -0.640 0.358 -0.681
C -1.658 0.364 -1.356
N -2.027 1.496 -2.010
C -1.296 2.747 -1.792
N 0.066 2.539 -2.128
C -2.549 -0.822 -1.490
H -2.800 1.553 -2.652
H -1.859 3.556 -2.258
H -1.436 2.937 -0.724
H 0.167 1.920 -2.936
H 0.719 2.215 -1.371
H -2.308 -1.407 -2.382
H -2.504 -1.484 -0.629
H -3.595 -0.575 -1.682
H 0.585 -1.737 -1.579
H 1.725 -2.838 -1.374
O 0.809 -2.664 -1.591
H 1.088 -0.765 1.567
H 0.419 -0.950 0.267
O 1.237 -1.224 0.714
H -0.151 -3.609 0.530
H -0.435 -2.547 1.455
O -0.500 -3.510 1.427
H 1.335 1.116 0.514
H 2.532 1.544 -0.226
O 1.702 1.925 0.122
H 1.300 2.252 2.153
H 2.769 2.129 2.735
O 1.830 2.043 2.924
H -2.204 -2.797 2.648
H -1.763 -1.400 2.816
O -2.526 -1.897 2.491
H -0.042 -0.148 4.033
H 1.099 0.486 3.121
O 0.555 -0.312 3.298
H 2.936 0.369 -2.679
H 2.939 -0.701 -1.556
O 3.153 0.216 -1.758
*
```

***

| no. | electronic energy (Eh) |
| --- | --- |
| 1 | -729.391852 |
| 2 | -7975.503197 |
| 3 | -1107.758246 |
| 4 | -784.684323 |
| 5 | -1656.405702 |
| 6 | -3802.318721 |
| 7 | -915.385115 |
| 8 | -915.062548 |